# 1
Molecular formula: C12H29CdO11
Method: DFT, wB97M-V/def2-TZVPD

ORCA input file:
```
! RIJCOSX wB97M-V def2-TZVPD def2/J DEFGRID3
* xyz 1 1
Cd -2.63 0.75 3.15
C -1.26 -1.13 0.43
C -0.42 0.02 0.94
O -0.73 0.49 2.19
H -1.14 -1.23 -0.65
H -2.31 -0.96 0.69
H -1.07 -2.10 0.90
H -0.36 0.77 0.13
H 0.64 -0.27 0.82
C 3.57 1.06 0.31
C 4.31 -0.28 0.17
O 5.47 0.20 -0.54
C 5.16 1.24 -1.31
O 5.80 1.81 -2.13
O 3.94 1.73 -0.88
H 3.74 1.72 1.16
H 2.49 0.90 0.21
H 3.68 -1.02 -0.31
H 4.70 -0.56 1.15
C 0.59 -1.89 -4.45
C 0.28 -1.83 -2.97
O 1.47 -1.28 -2.42
C 2.47 -1.43 -3.32
O 3.61 -1.26 -3.03
O 2.02 -1.91 -4.49
H 0.25 -1.04 -5.03
H 0.08 -2.76 -4.86
H 0.06 -2.79 -2.50
H -0.59 -1.22 -2.74
O -3.97 -0.85 2.45
H -4.35 -1.42 3.14
H -4.60 -0.91 1.70
O -0.58 3.25 -0.95
H -0.56 2.53 -0.31
H -1.25 2.98 -1.59
C 2.75 3.70 3.11
C 1.36 3.21 3.51
O 0.49 4.31 3.75
H 3.08 4.45 3.83
H 2.73 4.16 2.12
H 3.45 2.87 3.06
H 1.42 2.65 4.45
H 0.89 2.49 2.84
H 0.37 4.79 2.93
C -5.96 -2.95 -0.38
C -4.44 -2.77 -0.44
O -4.19 -1.40 -0.83
H -6.51 -2.88 -1.32
H -6.45 -2.23 0.28
H -6.07 -3.97 0.01
H -3.94 -3.44 -1.13
H -4.05 -2.93 0.57
H -3.42 -1.41 -1.41
*
```

- Molecular weight: 461.76 Da
- Largest force on an atom: 2.78 eV/A
- ΔE to the lowest compared entry with this formula, charge and spin: 8.3 kcal per mole
- Frontier orbital gap: 4.945 eV



# 2
Molecular formula: C12H29ClIO2P2Tb
Method: DFT, wB97M-V/def2-TZVPD

ORCA input file:
```
! RIJCOSX wB97M-V def2-TZVPD def2/J DEFGRID3
* xyz 2 7
C -0.05 0.81 -6.13
C -0.02 1.83 -5.08
H -0.05 1.27 -7.14
H -0.95 0.19 -5.94
H 0.84 0.17 -5.96
O -0.02 2.59 -4.18
I -0.08 -1.45 -2.77
Tb -0.01 -0.24 -0.24
P 2.87 -0.01 -0.33
C 3.77 1.13 0.79
C 3.64 -1.64 0.12
H 4.69 -1.62 -0.17
H 4.68 0.01 -1.96
H 3.09 -2.43 -0.40
H 3.07 -0.26 -2.74
H 3.35 1.03 1.79
H 3.54 -1.81 1.20
C 3.62 0.31 -1.97
H 4.84 0.90 0.80
H 3.53 1.38 -2.20
H 3.61 2.15 0.44
P -2.91 0.06 -0.23
C -3.94 1.23 0.76
C -3.73 0.15 -1.88
H -3.07 -2.37 -0.10
H -4.67 -1.57 0.16
H -3.43 -1.61 1.46
C -3.59 -1.54 0.38
H -3.21 -0.51 -2.58
H -4.78 -0.14 -1.76
H -4.99 0.96 0.65
H -3.77 2.24 0.37
H -3.65 1.18 -2.25
H -3.63 1.19 1.80
Cl -0.07 -2.78 0.12
C -0.19 0.64 4.24
C 0.47 -0.76 4.24
C 0.70 -1.11 2.77
O 0.09 -0.01 2.00
C -0.56 0.99 2.82
H -1.05 0.66 4.89
H 0.55 1.35 4.60
H -0.15 -1.53 4.74
H 1.43 -0.75 4.78
H 1.78 -1.15 2.52
H 0.22 -2.06 2.45
H -1.64 0.92 2.61
H -0.20 1.98 2.51
*
```

- Molecular weight: 588.59 Da
- Largest force on an atom: 7.46 eV/A
- ΔE to the lowest compared entry with this formula, charge and spin: 17.0 kcal per mole
- Frontier orbital gap (spin up / spin down): 6.126 / 6.155 eV
- ⟨S²⟩: 12.69



# 3
Molecular formula: C12H29N4O5Zr
Method: DFT, wB97M-V/def2-TZVPD

ORCA input file:
```
! RIJCOSX wB97M-V def2-TZVPD def2/J DEFGRID3
* xyz 4 2
Zr -20.95 -9.13 25.23
O -21.88 -10.56 24.01
H -22.57 -10.59 23.32
C -19.59 -12.24 26.42
O -19.93 -11.12 25.96
N -19.37 -13.30 25.61
C -19.01 -14.52 26.28
C -19.93 -13.34 24.25
H -19.14 -12.40 27.41
H -18.40 -15.05 25.55
H -19.91 -15.06 26.56
H -18.42 -14.46 27.19
H -20.97 -13.69 24.28
H -19.73 -12.51 23.58
H -19.32 -14.04 23.68
C -24.27 -7.69 24.55
O -23.31 -8.39 24.97
N -25.07 -8.11 23.56
C -26.04 -7.31 22.93
C -25.00 -9.45 23.01
H -24.66 -6.79 25.04
H -27.02 -7.78 23.00
H -25.80 -7.23 21.87
H -26.00 -6.29 23.31
H -24.50 -10.11 23.72
H -25.97 -9.84 22.74
H -24.43 -9.53 22.08
C -24.18 -13.25 24.65
O -24.93 -13.21 25.62
N -24.54 -13.45 23.37
C -25.93 -13.73 23.05
C -23.65 -13.15 22.26
H -23.09 -13.07 24.65
H -26.40 -12.80 22.74
H -26.56 -14.01 23.89
H -26.11 -14.53 22.33
H -22.65 -12.85 22.56
H -23.48 -13.87 21.46
H -24.09 -12.32 21.70
C -18.07 -10.08 23.25
O -19.13 -9.83 23.80
N -17.01 -9.30 23.11
C -15.80 -9.77 22.48
C -17.02 -7.85 23.51
H -17.88 -11.08 22.82
H -15.73 -9.28 21.51
H -15.95 -10.84 22.30
H -14.88 -9.48 22.98
H -16.90 -7.17 22.66
H -17.97 -7.45 23.86
H -16.20 -7.57 24.17
*
```

- Molecular weight: 400.61 Da
- Largest force on an atom: 9.34 eV/A
- ΔE to the lowest compared entry with this formula, charge and spin: 0.0 kcal per mole
- Frontier orbital gap: 5.320 eV
- ⟨S²⟩: 0.78



# 4
Molecular formula: C12H29NO25PS7
Method: DFT, wB97M-V/def2-TZVPD

ORCA input file:
```
! RIJCOSX wB97M-V def2-TZVPD def2/J DEFGRID3
* xyz 1 1
O 2.68 1.04 -3.02
P 2.42 2.60 -3.12
N 0.77 3.11 -2.66
S -0.30 1.71 -2.53
H 2.64 3.12 -4.47
H 3.33 3.24 -2.21
H 0.76 3.71 -1.79
H 0.38 3.70 -3.43
H -0.72 1.50 -3.88
C 1.03 -2.43 -0.02
C 0.43 -1.04 -0.22
O -0.97 -1.25 -0.33
S -1.39 -2.53 0.60
O -1.87 -2.02 1.87
O -2.13 -3.46 -0.21
O 0.11 -3.12 0.83
H 1.09 -2.98 -0.96
H 2.02 -2.39 0.45
H 0.82 -0.55 -1.12
H 0.61 -0.40 0.64
C 3.20 -3.09 4.90
C 4.16 -2.27 4.05
O 3.59 -2.25 2.74
S 1.96 -2.29 2.88
O 1.47 -0.94 2.77
O 1.47 -3.38 2.07
O 1.89 -2.74 4.44
H 3.34 -4.16 4.73
H 3.30 -2.88 5.96
H 5.17 -2.70 4.02
H 4.22 -1.23 4.41
C -1.35 -7.22 0.83
C -0.13 -7.99 0.33
O 0.95 -7.06 0.40
S 0.69 -6.04 1.65
O 1.45 -6.52 2.79
O 0.79 -4.69 1.16
O -0.88 -6.40 1.90
H -1.75 -6.56 0.05
H -2.14 -7.88 1.18
H -0.26 -8.35 -0.69
H 0.10 -8.83 1.00
C -4.39 2.04 -0.65
C -4.20 3.00 0.52
O -3.46 4.10 -0.01
S -3.87 4.31 -1.57
O -4.87 5.35 -1.64
O -2.66 4.32 -2.36
O -4.61 2.88 -1.79
H -3.48 1.46 -0.84
H -5.23 1.37 -0.50
H -3.66 2.54 1.35
H -5.16 3.38 0.88
C 6.44 -2.43 -1.85
C 5.24 -2.33 -0.91
O 5.45 -3.34 0.07
S 7.05 -3.53 0.30
O 7.43 -2.77 1.47
O 7.37 -4.93 0.14
O 7.55 -2.72 -1.02
H 6.31 -3.25 -2.56
H 6.60 -1.50 -2.40
H 4.29 -2.47 -1.42
H 5.23 -1.36 -0.39
C -5.61 10.12 -0.98
C -6.86 9.63 -1.71
O -6.59 8.26 -2.02
S -5.65 7.63 -0.84
O -6.51 6.93 0.09
O -4.50 7.02 -1.46
O -5.20 9.03 -0.16
H -4.80 10.34 -1.69
H -5.82 11.00 -0.37
H -7.06 10.19 -2.63
H -7.74 9.66 -1.06
*
```

- Molecular weight: 842.79 Da
- Largest force on an atom: 14.88 eV/A
- Frontier orbital gap: 6.083 eV



# 5
Molecular formula: C12H30AsBF10N2Ni
Method: DFT, wB97M-V/def2-TZVPD

ORCA input file:
```
! RIJCOSX wB97M-V def2-TZVPD def2/J DEFGRID3
* xyz 0 3
Ni 0.30 -0.73 0.01
As -0.46 0.16 3.76
F -0.81 0.71 5.37
F 0.10 1.80 3.42
F -0.16 -0.27 2.04
F -0.94 -1.50 4.08
F -2.09 0.56 3.38
F 1.24 -0.23 4.15
B 1.10 -3.10 -0.85
F 0.25 -2.77 0.23
F 2.37 -3.19 -0.43
F 0.52 -4.03 -1.53
F 1.08 -1.62 -1.58
C -2.82 -1.32 1.32
C -2.54 -0.21 0.32
N -1.70 -0.59 -0.82
C -2.14 -1.88 -1.38
C -3.61 -1.96 -1.79
C -1.75 0.46 -1.86
C -0.91 0.13 -3.09
H -3.41 -0.87 2.09
H -1.98 -1.85 1.80
H -3.42 -2.11 0.85
H -3.51 0.16 0.03
H -1.99 0.63 0.86
H -1.47 -2.13 -2.22
H -1.90 -2.63 -0.53
H -3.89 -1.37 -2.67
H -3.87 -3.03 -1.96
H -4.32 -1.70 -1.03
H -1.35 1.37 -1.41
H -2.78 0.57 -2.05
H 0.13 -0.21 -2.95
H -0.83 1.08 -3.63
H -1.43 -0.58 -3.67
C 1.32 3.37 0.92
C 0.66 2.18 0.23
N 1.49 0.95 -0.05
C 2.40 0.64 1.06
C 3.04 -0.73 0.97
C 2.27 1.07 -1.35
C 3.38 2.13 -1.48
H 0.62 4.25 0.99
H 2.28 3.69 0.51
H 1.49 3.23 2.01
H -0.11 1.93 0.94
H 0.22 2.45 -0.72
H 3.21 1.39 1.13
H 1.83 0.60 1.95
H 2.20 -1.47 1.01
H 3.64 -1.02 0.11
H 3.69 -0.91 1.81
H 1.57 1.11 -2.17
H 2.72 0.09 -1.53
H 3.87 2.10 -2.45
H 4.16 2.06 -0.74
H 3.03 3.13 -1.41
*
```

- Molecular weight: 536.79 Da
- Largest force on an atom: 2.71 eV/A
- ΔE to the lowest compared entry with this formula, charge and spin: 0.0 kcal per mole
- Frontier orbital gap (spin up / spin down): 11.023 / 10.118 eV
- ⟨S²⟩: 2.00



# 6
Molecular formula: C12H30BaF12O6P2
Method: DFT, wB97M-V/def2-TZVPD

ORCA input file:
```
! RIJCOSX wB97M-V def2-TZVPD def2/J DEFGRID3
* xyz 0 1
Ba -4.88 21.18 -23.91
P -4.38 23.97 -25.98
F -5.76 23.44 -25.28
F -3.50 23.60 -24.63
F -4.36 22.40 -26.48
F -2.96 24.30 -26.64
F -5.20 24.41 -27.29
F -4.52 25.48 -25.44
P -5.03 19.50 -20.79
F -4.24 19.81 -19.43
F -4.55 17.94 -20.70
F -6.35 19.19 -19.97
F -5.69 19.09 -22.25
F -5.38 21.04 -21.11
F -3.66 19.75 -21.69
C -2.24 20.00 -26.40
O -2.45 20.49 -25.10
C -1.36 21.27 -24.64
C -1.37 21.58 -23.14
O -2.58 22.27 -22.81
C -2.61 22.87 -21.54
H -2.56 20.72 -27.16
H -2.86 19.12 -26.59
H -1.20 19.71 -26.59
H -1.41 22.28 -25.07
H -0.43 20.82 -24.99
H -0.51 22.21 -22.91
H -1.31 20.68 -22.52
H -2.79 22.11 -20.77
H -3.47 23.55 -21.46
H -1.73 23.48 -21.34
C -8.36 19.82 -23.38
O -7.61 21.02 -23.25
C -8.29 21.93 -22.41
C -7.82 23.34 -22.71
O -6.41 23.47 -22.74
C -5.93 24.79 -22.63
H -8.59 19.46 -22.38
H -7.79 19.09 -23.94
H -9.32 19.93 -23.89
H -8.11 21.71 -21.36
H -9.34 22.04 -22.71
H -8.30 24.06 -22.03
H -8.09 23.62 -23.74
H -6.46 25.49 -23.29
H -4.90 24.80 -22.96
H -5.96 25.16 -21.59
C -7.42 21.25 -26.70
O -6.59 20.36 -25.98
C -6.16 19.18 -26.62
C -5.75 18.14 -25.59
O -4.78 18.67 -24.72
C -3.95 17.74 -24.07
H -8.09 20.75 -27.42
H -6.82 22.01 -27.21
H -8.08 21.74 -25.98
H -5.32 19.31 -27.32
H -6.98 18.72 -27.18
H -5.26 17.31 -26.13
H -6.52 17.68 -24.97
H -3.33 18.22 -23.32
H -3.20 17.22 -24.69
H -4.51 16.94 -23.58
*
```

- Molecular weight: 697.62 Da
- Largest force on an atom: 3.18 eV/A
- ΔE to the lowest compared entry with this formula, charge and spin: 25.5 kcal per mole
- Frontier orbital gap: 10.329 eV



# 7
Molecular formula: C12H30ClLi2N2O4
Method: DFT, wB97M-V/def2-TZVPD

ORCA input file:
```
! RIJCOSX wB97M-V def2-TZVPD def2/J DEFGRID3
* xyz 1 1
Li -2.34 1.67 -2.96
Li -1.37 -0.80 -4.50
Cl -1.24 -0.23 -2.27
C 1.59 1.81 -3.28
O 2.71 2.38 -2.67
C 3.12 1.72 -1.46
C 2.14 1.99 -0.35
N 2.10 3.42 -0.06
C 1.13 3.72 0.99
C 1.01 5.21 1.21
O 0.36 5.75 0.08
C 0.17 7.14 0.21
H 1.56 0.72 -3.18
H 1.64 2.06 -4.35
H 0.66 2.24 -2.87
H 4.10 2.12 -1.24
H 3.21 0.64 -1.65
H 2.44 1.45 0.55
H 1.15 1.60 -0.64
H 1.79 3.90 -0.90
H 1.44 3.24 1.93
H 0.12 3.33 0.78
H 2.00 5.66 1.35
H 0.43 5.39 2.13
H 1.12 7.68 0.25
H -0.41 7.38 1.12
H -0.38 7.48 -0.66
C -5.04 -1.96 2.58
O -4.27 -2.89 1.87
C -3.03 -2.35 1.47
C -2.29 -3.39 0.64
N -1.02 -2.86 0.20
C -0.16 -3.85 -0.43
C 0.50 -4.78 0.55
O 1.53 -5.44 -0.16
C 2.43 -6.08 0.71
H -5.97 -2.45 2.85
H -5.28 -1.09 1.96
H -4.53 -1.64 3.49
H -2.43 -2.06 2.33
H -3.19 -1.45 0.85
H -2.93 -3.71 -0.19
H -2.10 -4.27 1.26
H -1.19 -2.12 -0.48
H 0.66 -3.34 -0.95
H -0.66 -4.45 -1.20
H -0.20 -5.53 0.93
H 0.90 -4.20 1.39
H 3.15 -6.61 0.09
H 1.91 -6.80 1.36
H 2.96 -5.36 1.34
*
```

- Molecular weight: 315.72 Da
- Largest force on an atom: 1.57 eV/A
- ΔE to the lowest compared entry with this formula, charge and spin: 32.6 kcal per mole
- Frontier orbital gap: 5.669 eV



# 8
Molecular formula: C12H30ClN2O4
Method: DFT, wB97M-V/def2-TZVPD

ORCA input file:
```
! RIJCOSX wB97M-V def2-TZVPD def2/J DEFGRID3
* xyz 0 2
Cl -3.46 1.61 -1.00
C -3.47 -1.41 -7.03
O -2.28 -1.56 -6.23
C -1.69 -2.86 -6.40
C -0.45 -3.06 -5.51
N -0.81 -2.61 -4.13
C 0.26 -2.99 -3.21
C -0.22 -2.89 -1.79
O -0.83 -1.59 -1.48
C -1.38 -1.50 -0.19
H -3.37 -1.87 -8.02
H -3.73 -0.36 -7.15
H -4.34 -1.92 -6.61
H -1.45 -3.10 -7.43
H -2.47 -3.58 -6.14
H 0.39 -2.46 -5.84
H -0.10 -4.09 -5.61
H -1.57 -3.12 -3.73
H 1.18 -2.44 -3.37
H 0.44 -4.05 -3.41
H 0.72 -3.12 -1.29
H -0.98 -3.64 -1.55
H -0.69 -1.84 0.58
H -2.32 -2.05 -0.22
H -1.65 -0.45 -0.06
C -2.30 1.93 2.47
O -0.88 1.92 2.69
C -0.42 0.77 3.36
C 1.13 0.77 3.32
N 1.70 1.68 4.28
C 3.13 1.82 4.40
C 3.61 2.96 5.31
O 3.28 4.24 4.73
C 3.80 5.38 5.39
H -2.43 1.11 1.76
H -2.54 2.86 1.95
H -2.89 1.86 3.39
H -0.88 -0.12 2.93
H -0.76 0.80 4.40
H 1.51 1.03 2.33
H 1.43 -0.25 3.58
H 1.22 2.57 4.26
H 3.49 2.11 3.41
H 3.48 0.82 4.62
H 4.69 2.87 5.35
H 3.10 2.72 6.24
H 3.25 5.56 6.32
H 3.69 6.25 4.73
H 4.87 5.27 5.58
*
```

- Molecular weight: 301.83 Da
- Largest force on an atom: 2.34 eV/A
- Frontier orbital gap (spin up / spin down): 9.128 / 4.311 eV
- ⟨S²⟩: 0.75